Entry 1:
The following is a quantum chemistry calculation of an isolated ion of composition C6H10IN2 and charge +1, from OMol25.

Last column: Mulliken charge in e.
Geometry (Å):
C  0.014  -2.404  -0.232  -0.5478
C  -0.974  -1.851  0.634  -0.1890
C  0.800  -1.560  -1.001  -0.0950
C  -0.922  -0.363  0.783  -1.0069
C  0.276  0.507  -0.025  1.2311
C  1.278  1.249  0.895  -1.5744
N  0.847  -0.279  -0.978  -0.6505
N  -0.387  1.788  -0.888  -0.3087
I  -3.073  0.317  0.360  0.1576
H  0.170  -3.450  -0.533  0.3396
H  -1.825  -2.288  1.051  0.5205
H  1.382  -2.054  -1.766  0.4221
H  -0.753  -0.111  1.767  0.5690
H  2.144  1.513  0.210  0.4047
H  1.566  0.554  1.655  0.4348
H  0.879  2.264  1.315  0.3825
H  0.012  2.686  -0.590  0.3665
H  -1.441  1.885  -0.852  0.1830
H  0.008  1.597  -1.803  0.3610

E_tot in eV: -17456.2787
Highest occupied orbital energy in eV: -13.3
ΔE to the lowest compared entry with this formula, charge and spin in kcal/mol: 34.43
Charge: +1
LUMO in eV: -4.82
SMILES: C[C@@]1([NH3+])N=CC=C[C@@H]1I

Entry 2:
The following is a quantum chemistry calculation of a 2-piece molecular cluster, C10H16 overall, from OMol25.

Last column: Mulliken spin population.
Geometry (Å):
C  2.527  2.099  -1.257  0.0006
C  1.317  2.897  -0.664  0.0106
C  2.132  0.607  -1.475  -0.0011
H  2.825  2.503  -2.216  0.0007
H  3.262  2.221  -0.469  0.0000
H  1.671  3.563  0.122  0.0001
H  1.077  0.423  -1.286  0.0065
H  2.360  0.339  -2.504  -0.0003
H  0.661  2.223  -0.096  0.0055
H  0.721  3.395  -1.425  -0.0003
H  2.697  -0.036  -0.798  -0.0009
C  -0.704  -3.316  0.073  0.0325
C  -1.138  0.932  0.909  0.2497
C  -0.599  -0.027  1.872  0.1831
C  -1.702  0.429  -0.230  -0.0107
C  -0.541  -1.378  1.654  -0.0046
C  -1.535  -0.951  -0.492  0.2545
C  -1.019  -1.893  0.433  0.2139
H  -1.162  1.972  1.193  0.0019
H  -0.084  0.409  2.721  0.0059
H  -2.177  1.085  -0.942  0.0062
H  -0.310  -1.967  2.533  0.0063
H  -1.743  -1.258  -1.512  -0.0026
H  -1.384  -3.981  0.610  0.0296
H  0.361  -3.406  0.273  0.0177
H  -0.901  -3.505  -0.981  -0.0048

2S+1: 2
E_tot in eV: -10620.0970
Highest occupied orbital energy (alpha / beta) in eV: -14.2 / -14.2
ΔE to the lowest compared entry with this formula, charge and spin in kcal/mol: 17.90
Expectation value of S²: 0.768
Charge: +1
LUMO (alpha / beta) in eV: -4.32 / -8.32

Entry 3:
The following is a quantum chemistry calculation of CH2F3O3SZn as an isolated structure, from OMol25.

Last column: Mulliken spin population.
Geometry (Å):
Zn  -1.503  -1.244  0.656  0.9936
O  -0.569  0.848  0.805  0.0228
H  -1.766  0.595  -0.826  -0.0088
H  -3.104  0.276  -1.551  0.0080
S  0.657  0.190  1.463  0.0386
O  -2.358  -0.131  -1.103  -0.0286
O  0.273  -1.302  1.481  -0.0340
C  1.870  0.188  0.022  0.0047
F  2.052  1.434  -0.397  0.0002
F  3.032  -0.307  0.430  -0.0001
F  1.415  -0.548  -0.979  0.0036

2S+1: 2
E_tot in eV: -74616.4349
Highest occupied orbital energy (alpha / beta) in eV: -7.2 / -10.2
Expectation value of S²: 0.751
LUMO (alpha / beta) in eV: 0.32 / -0.66

Entry 4:
The following is a quantum chemistry calculation of C36H29GeN5O2S3Ti as an isolated structure, from OMol25.

Last column: Mulliken spin population.
Geometry (Å):
Ti  -0.222  -1.865  -0.288  0.9271
S  0.311  -2.889  1.885  0.0021
C  1.693  -2.654  0.941  0.0298
N  1.831  -1.618  0.118  0.0411
C  3.149  -1.516  -0.373  0.0192
C  3.659  -0.492  -1.154  0.0177
C  4.990  -0.520  -1.540  0.0011
C  5.836  -1.559  -1.152  0.0010
C  5.347  -2.580  -0.357  0.0028
C  4.009  -2.539  0.029  -0.0050
S  3.139  -3.652  1.042  0.0255
H  3.024  0.325  -1.458  0.0026
H  5.374  0.280  -2.164  0.0002
H  6.871  -1.569  -1.473  0.0003
H  5.988  -3.392  -0.032  -0.0006
N  -0.829  3.860  -4.383  0.0000
C  -0.439  2.516  -4.206  0.0011
C  -0.010  2.066  -2.960  0.0073
C  0.321  0.740  -2.772  -0.0201
C  0.234  -0.165  -3.821  -0.0388
C  -0.208  0.274  -5.060  -0.0007
C  -0.535  1.607  -5.255  0.0001
S  0.673  -1.883  -3.665  -0.0054
O  2.114  -1.916  -3.565  0.0011
O  0.066  -2.507  -4.812  0.0021
N  -0.017  -2.290  -2.288  -0.0250
C  -0.605  -3.542  -2.019  0.0181
N  -1.322  -3.411  -0.859  0.1187
C  -1.921  -4.580  -0.362  0.4214
C  -1.798  -5.769  -1.059  -0.1746
C  -1.054  -5.787  -2.224  0.3974
N  -0.414  -4.634  -2.713  0.0989
H  -0.453  4.492  -3.697  0.0000
H  -0.714  4.206  -5.318  0.0000
H  0.043  2.756  -2.119  0.0012
H  0.606  0.410  -1.792  0.0531
H  -0.293  -0.447  -5.866  0.0001
H  -0.887  1.945  -6.225  0.0000
H  -2.462  -4.490  0.568  0.0515
H  -2.279  -6.671  -0.692  -0.0139
H  -0.913  -6.698  -2.799  0.0447
C  -1.549  -0.412  -0.127  -0.0113
Ge  -1.142  0.772  1.268  -0.0123
C  -2.483  2.236  1.491  -0.0057
C  -2.373  3.234  2.468  -0.0003
C  -3.389  4.167  2.670  -0.0001
C  -4.543  4.118  1.891  0.0000
C  -4.670  3.135  0.914  -0.0004
C  -3.648  2.204  0.719  0.0030
C  -1.436  -0.043  3.071  0.0028
C  -2.331  -1.114  3.199  0.0143
C  -2.646  -1.651  4.443  0.0005
C  -2.073  -1.121  5.600  -0.0002
C  -1.192  -0.050  5.498  0.0002
C  -0.884  0.483  4.243  0.0008
C  0.598  1.718  1.505  -0.0061
C  1.709  1.014  1.986  0.0115
C  2.979  1.588  2.006  0.0013
C  3.164  2.889  1.547  0.0012
C  2.072  3.612  1.076  -0.0005
C  0.805  3.026  1.053  0.0025
H  -1.853  0.099  -1.042  0.0006
H  -1.475  3.283  3.085  0.0001
H  -3.284  4.929  3.438  0.0001
H  -5.338  4.837  2.050  0.0001
H  -5.569  3.089  0.305  -0.0001
H  -3.748  1.425  -0.035  -0.0001
H  -2.764  -1.527  2.294  0.0006
H  -3.326  -2.496  4.515  0.0002
H  -2.314  -1.540  6.571  0.0000
H  -0.738  0.367  6.392  0.0000
H  -0.184  1.313  4.179  -0.0001
H  1.578  -0.001  2.348  -0.0064
H  3.827  1.012  2.364  -0.0005
H  4.151  3.334  1.551  0.0002
H  2.210  4.628  0.721  -0.0002
H  -0.041  3.599  0.678  0.0011

2S+1: 3
E_tot in eV: -161486.0336
Highest occupied orbital energy (alpha / beta) in eV: 0.6 / -1.2
Expectation value of S²: 2.023
Charge: -2
LUMO (alpha / beta) in eV: 4.31 / 4.30

Entry 5:
The following is a quantum chemistry calculation of C40H24Cl5N4O3S3V as an isolated structure, from OMol25.

Last column: Mulliken spin population.
Geometry (Å):
V  0.555  0.600  -0.356  1.0999
Cl  5.750  5.631  -1.155  -0.0008
C  4.737  4.278  -0.879  -0.0043
C  5.263  2.983  -0.930  0.0022
Cl  6.921  2.744  -1.278  0.0002
C  4.441  1.883  -0.707  -0.0054
Cl  5.031  0.277  -0.788  -0.0005
C  3.088  2.072  -0.421  0.0108
O  2.295  1.027  -0.206  -0.0149
C  2.578  3.364  -0.377  -0.0181
Cl  0.896  3.515  -0.059  -0.0014
C  3.382  4.469  -0.608  0.0019
Cl  2.703  6.040  -0.582  0.0002
N  2.721  -6.867  6.128  0.0000
C  2.450  -6.035  5.384  0.0000
C  2.109  -4.997  4.454  -0.0001
C  1.061  -5.189  3.557  0.0002
C  0.737  -4.189  2.657  -0.0006
C  1.448  -2.991  2.657  0.0072
C  2.489  -2.800  3.561  0.0000
C  2.827  -3.803  4.453  0.0000
C  1.077  -1.917  1.702  0.0196
C  0.538  -0.740  2.253  0.0055
C  0.210  -0.498  3.598  0.0079
C  -0.413  0.743  3.664  -0.0024
C  -0.447  1.238  2.365  0.0074
N  0.111  0.357  1.511  -0.0645
C  1.240  -2.174  0.349  -0.0179
C  1.705  -3.362  -0.268  0.0147
C  1.596  -3.193  -1.631  -0.0049
C  1.089  -1.900  -1.833  0.0138
N  0.878  -1.291  -0.665  -0.0493
H  0.509  -6.118  3.567  0.0000
H  -0.075  -4.328  1.954  0.0001
H  3.041  -1.869  3.556  0.0001
H  3.643  -3.667  5.149  0.0000
H  0.386  -1.180  4.413  -0.0001
H  -0.802  1.236  4.538  0.0000
H  -0.847  2.177  2.013  0.0007
H  2.074  -4.231  0.253  0.0004
H  1.843  -3.900  -2.404  0.0003
H  0.867  -1.410  -2.771  0.0013
O  -0.843  0.903  -1.299  -0.0250
C  -1.323  1.363  -2.590  0.0150
C  -2.657  2.016  -2.320  -0.0039
C  -2.920  2.996  -1.404  -0.0016
C  -4.279  3.393  -1.409  0.0005
C  -5.013  2.708  -2.331  -0.0010
S  -4.074  1.563  -3.178  -0.0001
C  -1.459  0.112  -3.427  0.0060
C  -1.964  -1.083  -3.000  -0.0029
C  -1.962  -2.062  -4.025  0.0002
C  -1.461  -1.587  -5.200  -0.0009
S  -0.972  0.043  -5.077  -0.0002
C  -0.272  2.317  -3.110  -0.0118
C  1.038  1.998  -3.352  0.0107
C  1.814  3.125  -3.723  0.0047
C  1.072  4.267  -3.765  0.0001
S  -0.558  3.991  -3.343  0.0003
H  -2.165  3.416  -0.753  0.0001
H  -4.691  4.161  -0.770  0.0000
H  -6.062  2.815  -2.551  -0.0001
H  -2.274  -1.264  -1.978  0.0005
H  -2.313  -3.075  -3.894  0.0000
H  -1.359  -2.111  -6.137  -0.0001
H  1.431  0.988  -3.300  -0.0033
H  2.864  3.085  -3.973  0.0000
H  1.398  5.256  -4.041  0.0000
O  -1.909  -1.569  0.305  0.0009
N  -2.722  -1.022  1.140  -0.0003
C  -3.416  0.088  0.790  0.0043
C  -4.278  0.697  1.673  0.0001
C  -4.452  0.177  2.947  0.0004
C  -3.738  -0.960  3.289  -0.0001
C  -2.884  -1.541  2.379  0.0004
H  -3.227  0.433  -0.216  -0.0022
H  -4.814  1.577  1.345  0.0000
H  -5.129  0.641  3.649  0.0000
H  -3.840  -1.413  4.266  0.0000
H  -2.296  -2.426  2.567  0.0001

2S+1: 2
E_tot in eV: -174771.8470
Highest occupied orbital energy (alpha / beta) in eV: -11.0 / -11.0
ΔE to the lowest compared entry with this formula, charge and spin in kcal/mol: 27.05
Expectation value of S²: 0.760
Charge: +1
LUMO (alpha / beta) in eV: -4.33 / -4.25

Entry 6:
The following is a quantum chemistry calculation of a 2-piece molecular cluster, C4H7O2S4 overall, from OMol25.

Last column: Mulliken charge in e.
Geometry (Å):
C  -1.555  0.775  -0.557  0.5301
C  -2.180  0.189  0.502  -0.4078
C  0.809  -0.133  1.125  -0.3507
C  1.150  -0.565  -0.299  0.4179
O  -1.289  2.119  -0.460  -0.5407
O  -1.133  0.205  -1.553  -0.7818
S  -2.928  -1.384  0.193  -0.3499
S  1.115  1.200  1.999  -0.2524
S  2.164  -2.043  -0.199  -0.2439
S  2.025  0.795  -1.234  -0.1445
H  -2.587  0.952  1.310  0.2603
H  0.659  -0.999  1.807  0.3003
H  0.294  -0.916  -0.809  -0.1237
H  -2.029  -1.770  -0.823  0.0988
H  2.925  0.998  -0.276  0.1002
H  3.122  -1.523  0.744  0.1342
H  -0.665  2.344  -1.273  0.3534

E_tot in eV: -51696.7559
Highest occupied orbital energy (alpha / beta) in eV: -2.8 / -2.8
ΔE to the lowest compared entry with this formula, charge and spin in kcal/mol: 45.99
Charge: -1
LUMO (alpha / beta) in eV: 2.77 / 2.77

Entry 7:
The following is a quantum chemistry calculation of C4H4N2OS in the gas phase, from OMol25.

Last column: Mulliken charge in e.
Geometry (Å):
C  -1.529  -0.002  0.330  0.2887
C  0.735  1.206  -0.572  -0.1855
C  0.679  -0.267  -0.673  0.0273
C  0.659  -1.122  0.556  -0.3880
H  1.668  1.762  -0.753  0.3979
H  1.058  -0.702  -1.606  0.3323
H  0.767  -0.657  1.545  0.2512
H  1.007  -2.114  0.488  0.2648
N  -0.282  1.945  -0.355  -0.3444
N  -0.558  -0.849  -0.191  -0.1980
O  -1.511  1.290  -0.122  -0.1577
S  -2.695  -0.492  1.353  -0.2885

E_tot in eV: -20072.2190
Highest occupied orbital energy in eV: -9.0
ΔE to the lowest compared entry with this formula, charge and spin in kcal/mol: 80.96
LUMO in eV: -0.06
SMILES: S=C1ON=C[C@H]2CN12

How do the records compare in molar mass? In the order shown, they have 237.06 136.24 216.47 780.34 933.07 215.37 128.16 g/mol.